(1)
{"formula": "C3H3NO2", "method": "wB97M-V/def2-TZVPD", "elements": ["C", "C", "C", "N", "O", "O", "H", "H", "H"], "positions_angstrom": [[1.64194, -0.28073, 0.34243], [0.21112, -0.21755, -0.11902], [-1.65778, -0.38109, 0.18406], [2.76038, -0.14746, 0.49295], [0.00022, 1.21195, -0.32757], [-2.15283, 0.34601, 0.96592], [0.39327, -0.78489, -1.08805], [-2.02738, -1.34046, -0.31668], [0.83107, 1.59422, -0.13404]], "lowdin_spin": [0.05, 0.45, 0.56, 0.07, 0.14, 0.57, 0.04, 0.11, 0.01], "energy_ev": -8737.603, "s_squared": 2.015, "homo_ev": [-6.88, -11.74], "orbital_gap_ha": [0.2741, 0.3045], "lumo_energy_ev": [0.5786, -3.4575], "spin_multiplicity": 3}

(2)
{"formula": "C60H140N4O12", "method": "wB97M-V/def2-TZVPD", "elements": ["C", "C", "C", "C", "C", "C", "C", "C", "C", "N", "O", "H", "H", "H", "H", "H", "H", "H", "H", "H", "H", "H", "H", "H", "H", "H", "H", "H", "H", "H", "C", "C", "C", "C", "C", "C", "C", "C", "C", "N", "O", "H", "H", "H", "H", "H", "H", "H", "H", "H", "H", "H", "H", "H", "H", "H", "H", "H", "H", "H", "C", "C", "C", "C", "C", "C", "C", "C", "C", "N", "O", "H", "H", "H", "H", "H", "H", "H", "H", "H", "H", "H", "H", "H", "H", "H", "H", "H", "H", "H", "C", "C", "C", "C", "C", "C", "C", "C", "C", "N", "O", "H", "H", "H", "H", "H", "H", "H", "H", "H", "H", "H", "H", "H", "H", "H", "H", "H", "H", "H", "C", "C", "C", "O", "H", "H", "H", "H", "H", "H", "H", "H", "C", "C", "C", "O", "H", "H", "H", "H", "H", "H", "H", "H", "C", "C", "C", "O", "H", "H", "H", "H", "H", "H", "H", "H", "C", "C", "C", "O", "H", "H", "H", "H", "H", "H", "H", "H", "C", "C", "C", "O", "H", "H", "H", "H", "H", "H", "H", "H", "C", "C", "C", "O", "H", "H", "H", "H", "H", "H", "H", "H", "C", "C", "C", "O", "H", "H", "H", "H", "H", "H", "H", "H", "C", "C", "C", "O", "H", "H", "H", "H", "H", "H", "H", "H"], "positions_angstrom": [[-4.42229, -1.87326, 5.87555], [-4.12344, -0.81975, 4.79973], [-3.05391, -1.41620, 3.80809], [-5.36727, -0.55244, 3.95738], [-5.14769, 0.61800, 2.93366], [-4.77918, 1.88258, 3.74759], [-3.57958, 1.69910, 4.68836], [-2.34352, 1.76348, 3.81740], [-3.56215, 2.86324, 5.66167], [-3.73201, 0.43462, 5.47719], [-2.48981, 0.25942, 6.37260], [-5.19135, -1.53755, 6.50816], [-4.87501, -2.68772, 5.31784], [-3.52067, -2.30340, 6.35346], [-2.08978, -1.33119, 4.27807], [-3.16782, -2.46920, 3.55469], [-2.93445, -0.86608, 2.86801], [-5.59884, -1.47051, 3.38184], [-6.21213, -0.39936, 4.58491], [-4.42367, 0.40639, 2.16865], [-6.02029, 0.67550, 2.33273], [-5.60807, 2.30576, 4.29797], [-4.59711, 2.66980, 3.09421], [-2.52994, 1.24875, 2.89874], [-1.56562, 1.13173, 4.28006], [-1.88542, 2.72601, 3.67736], [-4.24600, 2.87886, 6.47981], [-3.76242, 3.82017, 5.20306], [-2.59281, 3.06811, 6.19244], [-2.92117, 0.48718, 7.21232], [0.17561, -0.12106, 1.99086], [0.35832, -1.29987, 1.02289], [0.64404, -2.57922, 1.90030], [-0.83825, -1.60462, 0.18535], [-1.18161, -0.55889, -0.86382], [0.00977, -0.37567, -1.81356], [1.33503, -0.12698, -1.07005], [2.47021, -0.35075, -2.08117], [1.40098, 1.40557, -0.62225], [1.45302, -1.12220, 0.02888], [2.68771, -1.04318, 0.72594], [-0.42769, -0.42059, 2.86522], [1.10151, 0.28065, 2.41119], [-0.32322, 0.70112, 1.51241], [1.30325, -2.32404, 2.73463], [-0.29751, -2.84943, 2.36385], [1.12093, -3.43196, 1.41574], [-0.80992, -2.60411, -0.24650], [-1.75273, -1.59460, 0.81889], [-2.09423, -0.85323, -1.39404], [-1.43465, 0.35374, -0.34868], [-0.19393, 0.43615, -2.50966], [0.07349, -1.34141, -2.33972], [3.42664, 0.12819, -1.79707], [2.21530, 0.04325, -3.09764], [2.72183, -1.44615, -2.10815], [0.57333, 1.73479, -0.00782], [1.44389, 2.01783, -1.52486], [2.32598, 1.51454, -0.03599], [2.57519, -0.34924, 1.43812], [-5.34725, 1.47894, -4.33647], [-4.52791, 2.13100, -3.22682], [-3.11114, 1.47770, -3.13241], [-4.34865, 3.66867, -3.52413], [-3.87783, 4.37827, -2.26900], [-4.83632, 4.16741, -1.08793], [-5.03801, 2.68632, -0.77385], [-3.79509, 2.13982, -0.04239], [-6.31514, 2.56969, 0.08606], [-5.39709, 2.01090, -2.00316], [-5.52193, 0.57055, -1.68472], [-5.01454, 1.80080, -5.32610], [-5.22964, 0.36751, -4.34263], [-6.39016, 1.78616, -4.27636], [-2.62824, 1.45890, -4.12541], [-2.37980, 1.88486, -2.45937], [-3.29428, 0.46096, -2.74408], [-3.66411, 3.78767, -4.36590], [-5.27824, 4.04016, -3.87189], [-2.96130, 3.93410, -1.94729], [-3.64524, 5.44286, -2.42989], [-5.86751, 4.59725, -1.22601], [-4.43206, 4.76182, -0.23239], [-2.89853, 2.49573, -0.49516], [-3.90052, 1.06206, -0.02310], [-3.77068, 2.46781, 1.01792], [-7.23497, 2.97662, -0.36213], [-6.13053, 3.06943, 1.03655], [-6.53783, 1.53122, 0.34337], [-6.43181, 0.46079, -1.88110], [5.76856, -2.11675, -1.21178], [5.48576, -3.61153, -1.66555], [4.93083, -3.61176, -3.08704], [6.83170, -4.29677, -1.72020], [7.36796, -4.54356, -0.29480], [6.36254, -5.35189, 0.51555], [4.99558, -4.67959, 0.60057], [3.92639, -5.66549, 1.10414], [5.07365, -3.46475, 1.54836], [4.55159, -4.35899, -0.77797], [3.26419, -3.71571, -0.84202], [6.50689, -2.14699, -0.41635], [6.12410, -1.56403, -2.05977], [4.87014, -1.70733, -0.76404], [4.08307, -2.96949, -3.28159], [5.69667, -3.27908, -3.80525], [4.71335, -4.63173, -3.42197], [6.76072, -5.25317, -2.25419], [7.54137, -3.67847, -2.26764], [8.32570, -5.11326, -0.29626], [7.57173, -3.51549, 0.07628], [6.68717, -5.52917, 1.54918], [6.32050, -6.30939, 0.02924], [4.04438, -6.63088, 0.69834], [2.97790, -5.30500, 0.84617], [4.01439, -5.72959, 2.17507], [5.21694, -3.87129, 2.57073], [4.22250, -2.83165, 1.54063], [6.01435, -2.92653, 1.43249], [3.22740, -2.91008, -0.32767], [0.75264, 2.36739, 6.99391], [1.58246, 1.22786, 6.47682], [0.93297, 0.30833, 5.45557], [2.72767, 1.71727, 5.81076], [0.24426, 2.85465, 6.15371], [1.41874, 3.05703, 7.51487], [-0.01786, 2.00218, 7.68202], [1.91352, 0.68868, 7.37539], [-0.05292, -0.01411, 5.81794], [1.59170, -0.52289, 5.23342], [0.70315, 0.92012, 4.58747], [3.15839, 2.44637, 6.26847], [-3.41043, -6.32795, 3.10563], [-3.42804, -6.01511, 1.61381], [-1.97750, -5.89329, 1.09620], [-4.23688, -6.92361, 0.87338], [-2.87204, -7.27945, 3.25322], [-4.40923, -6.43125, 3.50324], [-2.81111, -5.57599, 3.66655], [-3.84256, -5.04245, 1.48070], [-1.41216, -6.85804, 1.19407], [-1.48814, -5.12092, 1.66193], [-1.93529, -5.59302, 0.03127], [-3.71258, -7.69616, 0.67432], [-0.94007, 4.36193, 0.12366], [0.18217, 5.32071, 0.40703], [1.58773, 4.77461, 0.33244], [0.14630, 6.45599, -0.51179], [-0.83230, 3.90191, -0.86711], [-1.82566, 4.94826, 0.04312], [-0.92662, 3.61016, 0.88612], [0.01017, 5.71545, 1.41800], [1.52220, 3.71641, 0.63438], [2.35180, 5.23795, 0.95658], [1.94800, 4.74843, -0.72204], [-0.75509, 6.78938, -0.56673], [-0.10450, 3.02511, -3.96267], [1.11473, 3.73071, -4.70080], [1.99567, 4.39064, -3.72893], [1.78778, 2.76894, -5.52615], [-0.88558, 3.72952, -3.70865], [0.22531, 2.48428, -3.09901], [-0.47223, 2.26522, -4.67315], [0.74607, 4.54471, -5.32164], [2.77352, 4.92835, -4.28457], [2.50368, 3.70716, -3.08789], [1.45172, 5.12563, -3.17198], [2.60378, 3.23540, -5.80667], [-2.69606, -3.79355, -2.40610], [-4.09390, -4.03720, -3.08724], [-4.94856, -2.79902, -2.85549], [-3.93718, -4.33382, -4.43951], [-2.14419, -2.92790, -2.85081], [-1.99222, -4.65053, -2.52520], [-2.77999, -3.57700, -1.33214], [-4.51938, -4.92824, -2.63675], [-5.86442, -2.73686, -3.46629], [-4.27935, -1.95080, -3.05176], [-5.26056, -2.76824, -1.79737], [-3.51698, -3.58882, -4.91661], [4.22544, 3.44999, 3.29451], [3.96175, 2.31312, 2.27722], [5.27535, 1.71511, 1.78416], [3.12869, 1.36321, 2.90358], [3.32596, 3.82669, 3.77590], [4.78264, 4.28894, 2.84273], [4.89000, 3.13367, 4.12318], [3.39963, 2.71396, 1.42211], [5.06715, 0.88395, 1.09422], [5.82555, 1.33839, 2.63016], [5.85897, 2.49680, 1.24872], [3.37852, 1.25314, 3.82064], [4.63754, 2.02145, -4.01204], [5.24162, 3.00331, -3.06361], [4.86116, 2.58859, -1.64402], [6.66336, 2.98393, -3.22864], [3.54399, 1.96609, -3.84437], [5.09949, 1.03225, -3.88330], [4.71272, 2.31988, -5.06138], [4.90845, 3.98489, -3.20961], [3.74361, 2.61378, -1.55589], [5.38816, 3.25198, -0.88491], [5.20861, 1.55233, -1.46075], [7.11432, 3.76391, -2.91020], [-0.26523, -0.69251, -6.71272], [0.87516, -0.83989, -5.63047], [1.31858, -2.25774, -5.48157], [1.98059, -0.02568, -5.92769], [0.06449, -1.27966, -7.57336], [-0.45460, 0.35156, -6.98428], [-1.21849, -1.15869, -6.37714], [0.43349, -0.51989, -4.64293], [0.43381, -2.90624, -5.37837], [2.07212, -2.33141, -4.68723], [1.77340, -2.59891, -6.41553], [1.75894, 0.90193, -5.73173]], "mulliken_charge": [-2.26, 2.17, -0.93, -1.76, 0.80, -2.08, 2.71, -0.64, -2.10, -0.03, -0.35, 0.57, 0.45, 0.32, 0.18, 0.62, -0.55, 0.50, 0.37, -0.47, 0.36, 0.42, 0.60, -0.83, -0.36, 0.98, 0.50, 0.44, 0.25, 0.31, 0.88, 1.79, -2.31, -1.70, 0.85, -0.39, 2.91, 0.25, 1.27, 0.67, 0.18, -0.02, -0.40, -1.20, 0.31, 0.21, 0.38, 0.45, 0.04, 0.29, -1.10, -0.63, 0.61, -1.03, -0.63, 0.17, -1.13, -0.81, -0.17, -0.15, -2.12, 2.04, 0.08, -1.60, 0.96, -1.26, 1.57, 0.17, -1.89, 0.10, -0.41, 0.45, 0.24, 0.51, 0.61, -0.69, -0.65, 0.43, 0.43, -0.89, 0.38, 0.35, 0.32, -1.13, 0.56, 0.01, 0.43, 0.35, 0.33, 0.35, -1.50, 2.20, -2.02, -1.21, -0.55, -1.30, 2.09, -2.17, -1.48, -0.17, -0.29, 0.24, 0.62, -0.01, 0.05, 0.40, 0.46, 0.41, 0.37, 0.38, 0.30, 0.43, 0.37, 0.46, 0.43, 0.42, 0.57, 0.02, 0.35, -0.12, -1.33, 0.34, -0.33, -0.40, 0.18, 0.51, 0.28, 0.24, 0.28, 0.36, -0.29, 0.24, -1.39, 0.56, -0.78, -0.58, 0.37, 0.35, 0.30, 0.19, 0.44, 0.06, 0.16, 0.36, 0.06, 0.20, -0.19, -0.59, -0.32, 0.50, -0.20, 0.31, -0.65, 0.47, -0.02, 0.35, 0.14, 0.26, -1.33, -0.66, 0.42, -0.57, -0.01, 0.41, 0.57, -0.04, 0.47, 0.32, -0.30, -0.09, -0.63, -0.59, -0.03, 0.42, -0.01, 0.44, 0.38, -0.21, 0.31, 0.34, -1.58, 2.07, -1.37, -0.04, 0.33, 0.41, 0.42, -0.90, -0.03, 0.49, 0.32, 0.02, -0.28, -0.13, 0.08, -0.60, -0.32, 0.18, 0.41, 0.45, -0.38, 0.38, -0.08, 0.37, -1.46, 2.11, -1.18, -0.59, 0.40, 0.32, 0.23, -0.64, 0.29, -0.15, 0.54, 0.30], "energy_ev": -95015.491, "homo_ev": -8.09, "orbital_gap_ha": 0.3083, "smiles": "CC1(C)CCCC(C)(C)N1O.CC1(C)CCCC(C)(C)N1O.CC1(C)CCCC(C)(C)N1O.CC1(C)CCCC(C)(C)N1O.CC(C)O.CC(C)O.CC(C)O.CC(C)O.CC(C)O.CC(C)O.CC(C)O.CC(C)O", "lumo_energy_ev": 0.2948}

(3)
{"formula": "C5H12N", "method": "wB97M-V/def2-TZVPD", "elements": ["C", "C", "H", "H", "H", "H", "C", "C", "C", "N", "H", "H", "H", "H", "H", "H", "H", "H"], "positions_angstrom": [[0.29230, 2.18144, -1.58151], [1.17382, 2.15574, -0.58373], [-0.70578, 2.58161, -1.47032], [0.61702, 1.82085, -2.54884], [0.93931, 2.51326, 0.41114], [2.15654, 1.72989, -0.75943], [-1.37760, -1.56350, -0.77677], [-1.18343, -0.93770, 0.60188], [1.02345, -1.09445, 1.65612], [0.22983, -0.58778, 0.80056], [-1.07649, -0.88166, -1.57146], [-0.87006, -2.51537, -0.89731], [-2.44919, -1.71155, -0.90233], [-1.76817, -0.03095, 0.72156], [-1.44051, -1.65994, 1.37289], [2.04252, -0.74532, 1.73606], [0.62061, -1.88821, 2.27858], [0.62990, 0.17632, 0.24053]], "mulliken_charge": [-0.38, -0.90, 0.30, 0.26, 0.39, 0.36, -1.02, -0.35, -0.04, 0.16, 0.32, 0.35, 0.33, 0.30, 0.30, 0.28, 0.25, 0.09], "energy_ev": -6861.673, "homo_ev": -14.25, "orbital_gap_ha": 0.3444, "lumo_energy_ev": -4.8791, "charge": 1}

(4)
{"formula": "C16H43MgN3O5", "method": "wB97M-V/def2-TZVPD", "elements": ["Mg", "C", "C", "O", "H", "H", "H", "H", "H", "C", "C", "O", "H", "H", "H", "H", "H", "C", "C", "C", "O", "C", "N", "H", "H", "H", "H", "H", "H", "H", "H", "H", "H", "H", "C", "C", "C", "O", "C", "N", "H", "H", "H", "H", "H", "H", "H", "H", "H", "H", "H", "C", "C", "C", "O", "C", "N", "H", "H", "H", "H", "H", "H", "H", "H", "H", "H", "H"], "positions_angstrom": [[-0.72307, -0.81224, -0.60114], [-0.54336, -3.92812, -2.67011], [-1.80516, -3.26331, -2.07258], [-1.82161, -1.90078, -1.83293], [-0.45297, -3.65535, -3.72341], [-0.60835, -5.01584, -2.62030], [0.32962, -3.62073, -2.09118], [-1.96868, -3.86498, -1.16692], [-2.65562, -3.51884, -2.71568], [0.76167, -3.32604, 2.32864], [1.48825, -2.51202, 1.24694], [0.59286, -1.80591, 0.44018], [0.27776, -2.75011, 3.11920], [1.31499, -4.13024, 2.82052], [-0.04889, -3.90790, 1.87991], [2.24875, -3.14845, 0.78274], [2.11564, -1.77109, 1.76082], [-2.61546, -1.84216, 1.66073], [-3.18716, -0.64322, 0.89564], [-4.08123, 0.21917, 1.80712], [-5.23850, -0.48072, 2.22516], [-6.15368, 0.19078, 3.01689], [-1.99920, 0.17653, 0.51026], [-2.02910, -1.51862, 2.52380], [-1.93094, -2.42416, 1.04417], [-3.43623, -2.44206, 2.05333], [-3.70140, -0.96002, -0.01052], [-4.45241, 1.07626, 1.23334], [-3.55250, 0.57011, 2.69926], [-5.77798, 0.67873, 3.92074], [-6.99560, -0.45212, 3.27095], [-6.64659, 1.00500, 2.47017], [-1.77860, 0.60266, 1.40912], [-2.37335, 1.03952, 0.11428], [0.66539, -0.65341, -4.00735], [1.20067, -0.25676, -2.61355], [2.41303, 0.66424, -2.79475], [1.90559, 1.88731, -3.32155], [2.79098, 2.98091, -3.42620], [0.13649, 0.44317, -1.87537], [1.50440, -0.96082, -4.63651], [0.23458, 0.14974, -4.60627], [-0.03062, -1.48696, -3.93434], [1.58276, -1.13362, -2.08845], [3.11417, 0.28184, -3.54094], [2.97178, 0.78526, -1.86269], [3.11056, 3.29198, -2.42950], [2.38308, 3.77206, -4.05278], [3.69931, 2.70847, -3.97493], [0.67782, 0.93068, -1.16497], [-0.17603, 1.16336, -2.51500], [0.98636, 3.52818, -0.00661], [1.93662, 2.46836, 0.54603], [2.57008, 2.77967, 1.90210], [3.46341, 1.79765, 2.35776], [4.09223, 2.23217, 3.54544], [1.09878, 1.26298, 0.68009], [0.15631, 3.82160, 0.63730], [0.70115, 3.32991, -1.03798], [1.52309, 4.48255, -0.05378], [2.69701, 2.17272, -0.17664], [1.86234, 3.09380, 2.67771], [3.09299, 3.73329, 1.74411], [4.60678, 3.19481, 3.57726], [4.84870, 1.49857, 3.82713], [3.40474, 2.21157, 4.39622], [1.74056, 0.55331, 1.02624], [0.48300, 1.40768, 1.47367]], "mulliken_charge": [1.06, -1.12, -0.34, -0.95, 0.28, 0.44, 0.17, 0.21, 0.37, -1.10, -0.53, -0.20, 0.22, 0.40, 0.24, 0.29, 0.19, -1.40, 0.11, -0.81, -0.30, -0.81, -0.32, 0.31, 0.17, 0.47, 0.45, 0.45, 0.42, 0.32, 0.27, 0.32, 0.21, 0.35, -1.65, 0.66, -0.94, -0.34, -0.74, 0.10, 0.43, 0.37, 0.24, 0.08, 0.65, 0.28, 0.23, 0.25, 0.32, 0.04, 0.44, -1.68, 0.74, -0.90, -0.30, -0.84, -0.53, 0.35, 0.34, 0.48, 0.05, 0.43, 0.43, 0.32, 0.28, 0.34, -0.08, 0.24], "energy_ev": -37441.813, "homo_ev": -7.36, "orbital_gap_ha": 0.2736, "lumo_energy_ev": 0.0832}